Entry from OMol25: a 10-piece molecular cluster, C37H103N11O10 overall (wB97M-V/def2-TZVPD).

Cartesian coordinates (Å):
1 C -0.257 -0.183 0.513
2 O -0.278 -1.026 1.422
3 N 0.031 1.132 0.709
4 N -0.478 -0.428 -0.797
5 H -0.019 1.774 -0.059
6 H 0.275 1.476 1.624
7 H -0.628 0.269 -1.530
8 H -0.698 -1.380 -1.044
9 C 4.579 -2.124 -3.159
10 C 3.833 -3.445 -3.083
11 C 2.793 -3.601 -4.219
12 O 1.905 -2.522 -4.406
13 C 1.015 -2.419 -3.329
14 N 4.754 -4.580 -3.076
15 H 5.156 -1.988 -4.075
16 H 5.310 -2.100 -2.346
17 H 3.872 -1.304 -3.048
18 H 3.219 -3.471 -2.171
19 H 2.269 -4.551 -4.068
20 H 3.410 -3.717 -5.114
21 H 0.244 -3.177 -3.178
22 H 0.446 -1.484 -3.410
23 H 1.492 -2.224 -2.359
24 H 5.492 -4.298 -2.436
25 H 4.391 -5.429 -2.660
26 C 3.065 -0.500 -0.213
27 C 3.970 0.705 0.062
28 C 3.241 2.006 -0.201
29 O 4.186 3.049 -0.123
30 C 3.796 4.246 -0.783
31 N 4.497 0.697 1.437
32 H 3.562 -1.419 0.099
33 H 2.839 -0.584 -1.281
34 H 2.075 -0.426 0.246
35 H 4.754 0.653 -0.703
36 H 2.448 2.143 0.540
37 H 2.738 1.955 -1.174
38 H 4.365 5.053 -0.312
39 H 2.805 4.576 -0.450
40 H 4.004 4.188 -1.849
41 H 5.434 0.302 1.354
42 H 4.732 1.666 1.653
43 C -7.285 -3.328 -1.875
44 C -6.418 -3.021 -0.648
45 C -5.670 -1.704 -0.785
46 O -4.939 -1.565 0.423
47 C -4.070 -0.459 0.323
48 N -7.300 -3.047 0.504
49 H -6.643 -3.270 -2.762
50 H -8.078 -2.585 -2.002
51 H -7.765 -4.305 -1.866
52 H -5.697 -3.847 -0.774
53 H -6.381 -0.871 -0.853
54 H -5.009 -1.674 -1.656
55 H -3.446 -0.221 1.184
56 H -4.588 0.491 0.131
57 H -3.413 -0.620 -0.541
58 H -6.827 -2.789 1.364
59 H -7.622 -4.002 0.617
60 C -1.459 -4.825 -6.402
61 C -1.420 -5.449 -5.014
62 C -2.313 -4.824 -3.961
63 O -1.975 -3.439 -3.878
64 C -2.923 -2.592 -3.300
65 N -1.661 -6.914 -5.031
66 H -1.354 -3.741 -6.390
67 H -2.412 -5.011 -6.915
68 H -0.758 -5.285 -7.100
69 H -0.405 -5.359 -4.613
70 H -2.271 -5.273 -2.971
71 H -3.335 -4.897 -4.360
72 H -3.173 -2.797 -2.251
73 H -3.820 -2.490 -3.918
74 H -2.426 -1.620 -3.205
75 H -1.359 -7.286 -5.926
76 H -2.674 -7.029 -5.084
77 C 1.259 2.405 -3.014
78 C -0.226 2.718 -3.255
79 C -0.391 3.182 -4.693
80 O 0.308 4.392 -4.863
81 C 0.062 5.005 -6.097
82 N -0.922 1.419 -3.038
83 H 1.439 2.204 -1.952
84 H 1.839 3.312 -3.190
85 H 1.637 1.546 -3.564
86 H -0.721 3.353 -2.524
87 H -1.473 3.341 -4.864
88 H -0.115 2.467 -5.480
89 H 0.788 5.815 -6.212
90 H -0.895 5.541 -6.104
91 H 0.155 4.394 -6.999
92 H -1.899 1.535 -3.310
93 H -0.559 0.752 -3.720
94 C -0.505 7.271 0.285
95 C -0.185 5.946 0.995
96 C -0.877 4.702 0.436
97 O -2.270 4.989 0.507
98 C -3.044 4.192 -0.327
99 N 1.231 5.744 1.238
100 H -0.131 7.223 -0.741
101 H 0.048 8.055 0.805
102 H -1.559 7.525 0.343
103 H -0.677 6.116 1.965
104 H -0.698 3.862 1.114
105 H -0.566 4.405 -0.571
106 H -4.112 4.414 -0.332
107 H -2.905 3.115 -0.173
108 H -2.823 4.343 -1.399
109 H 1.308 4.935 1.875
110 H 1.633 6.422 1.883
111 C -1.536 -0.447 4.994
112 C -0.512 0.679 5.131
113 C 0.303 0.466 6.422
114 O -0.561 0.625 7.539
115 C 0.189 0.414 8.721
116 N 0.481 0.673 4.015
117 H -1.893 -0.556 3.967
118 H -2.394 -0.248 5.640
119 H -1.225 -1.460 5.263
120 H -0.921 1.690 5.141
121 H 1.123 1.186 6.479
122 H 0.682 -0.560 6.348
123 H -0.489 0.539 9.566
124 H 1.008 1.118 8.903
125 H 0.597 -0.601 8.728
126 H 0.134 0.072 3.273
127 H 1.255 0.130 4.400
128 C 1.176 4.279 5.228
129 C 2.139 4.059 4.067
130 C 3.478 3.464 4.553
131 O 4.507 4.417 4.332
132 C 5.780 3.864 4.624
133 N 1.474 3.242 3.040
134 H 0.133 4.418 4.932
135 H 1.484 5.185 5.753
136 H 1.087 3.448 5.931
137 H 2.316 5.043 3.625
138 H 3.730 2.553 4.003
139 H 3.369 3.233 5.618
140 H 5.789 3.480 5.649
141 H 6.587 4.557 4.416
142 H 5.892 2.978 3.981
143 H 1.056 2.427 3.529
144 H 2.148 2.838 2.402
145 C -1.998 -3.940 0.189
146 C -1.714 -4.519 1.577
147 C -0.188 -4.589 1.782
148 O 0.155 -5.177 3.016
149 C 1.568 -5.372 3.109
150 N -2.282 -3.672 2.628
151 H -1.432 -3.017 0.054
152 H -3.069 -3.729 0.130
153 H -1.770 -4.627 -0.627
154 H -2.084 -5.549 1.580
155 H 0.185 -3.556 1.739
156 H 0.271 -5.129 0.941
157 H 2.044 -4.392 3.180
158 H 1.915 -5.921 2.234
159 H 1.726 -5.920 4.033
160 H -1.657 -3.848 3.416
161 H -1.957 -2.751 2.312

Summary:
**E_tot**: -76900.910 eV
**2S+1**: 1
**Kohn-Sham gap**: 0.3389 hartree
**Charge**: 0
**HOMO energy**: -8.93 eV
**Relative energy (zero: lowest compared OMol25 entry of this formula, charge and spin)**: 39.4 kcal per mole
**LUMO energy**: 0.295 eV
**Structure (SMILES)**: COC[C@H](C)N.COC[C@H](C)N.COC[C@H](C)N.COC[C@H](C)N.COC[C@H](C)N.COC[C@H](C)N.COC[C@H](C)N.COC[C@H](C)N.COC[C@H](C)N.NC(N)=O